Record 1
88
Properties=species:S:1:pos:R:3 method="wB97M-V/def2-TZVPD" multiplicity=5 total_charge=+2 s2=6.032 homo_lumo_gap_ha="0.2656 / 0.2294"
Ir -0.48 -0.78 0.12
C -1.35 3.11 -2.04
C -1.46 1.88 -2.85
N -2.06 1.90 -4.04
C -2.17 0.81 -4.78
C -1.69 -0.42 -4.41
C -1.88 -1.70 -5.23
O -2.59 -2.64 -4.44
C -1.03 -0.48 -3.13
C -0.20 -1.61 -2.79
N 0.44 -1.82 -1.68
C 1.43 -2.81 -1.70
C 2.38 -2.82 -2.73
C 3.31 -3.80 -2.69
C 3.36 -4.73 -1.62
C 2.38 -4.69 -0.65
C 1.43 -3.71 -0.69
I 0.20 -3.57 1.03
C -0.88 0.68 -2.37
O -0.22 0.78 -1.21
H -0.60 2.98 -1.28
H -2.26 3.25 -1.45
H -1.09 3.95 -2.71
H -2.66 0.85 -5.74
H -0.91 -2.09 -5.64
H -2.46 -1.38 -6.09
H -3.42 -2.85 -4.82
H -0.04 -2.39 -3.57
H 2.36 -2.16 -3.60
H 4.09 -3.80 -3.42
H 4.16 -5.50 -1.55
H 2.41 -5.46 0.10
C -2.62 2.73 2.13
C -3.68 1.68 2.17
N -3.13 0.45 1.49
C -3.56 -0.02 0.28
S -2.77 -1.41 -0.36
N -4.45 0.65 -0.41
C -5.10 0.30 -1.70
C -5.44 1.52 -2.51
H -2.89 3.62 2.70
H -2.46 3.04 1.12
H -1.73 2.24 2.56
H -4.58 1.85 1.65
H -4.04 1.44 3.15
H -2.49 -0.10 1.99
H -4.95 1.43 0.02
H -5.94 -0.30 -1.52
H -4.37 -0.41 -2.23
H -5.76 2.31 -1.94
H -6.21 1.27 -3.23
H -4.59 1.93 -3.08
C 4.58 0.72 -1.08
C 3.22 -0.05 -1.00
N 2.48 0.28 0.18
C 3.17 -0.30 1.39
C 4.65 0.06 1.34
N 4.77 1.22 0.33
C 3.80 2.31 0.60
C 2.37 1.77 0.29
H 4.54 1.52 -1.79
H 5.39 0.03 -1.40
H 3.32 -1.14 -1.00
H 2.60 0.13 -1.87
H 3.10 -1.43 1.29
H 2.51 0.06 2.23
H 5.28 -0.78 0.95
H 5.00 0.45 2.30
H 5.68 1.63 0.45
H 4.08 3.11 -0.07
H 3.88 2.53 1.67
H 1.88 2.20 -0.60
H 1.73 1.96 1.17
C 1.43 -1.26 5.75
Si 0.20 -0.04 5.10
C -1.46 -0.06 6.11
C 1.01 1.67 5.25
C -0.15 -0.26 3.30
C -0.33 -0.42 2.07
H 1.35 -1.55 6.79
H 2.44 -0.88 5.54
H 1.42 -2.27 5.24
H -1.16 0.06 7.13
H -1.92 -1.13 6.04
H -2.22 0.60 5.75
H 1.35 1.85 6.33
H 0.39 2.49 4.95
H 1.88 1.72 4.62

Record 2
83
Properties=species:S:1:pos:R:3 method="wB97M-V/def2-TZVPD" multiplicity=3 total_charge=+1 s2=2.009 homo_lumo_gap_ha="0.2130 / 0.2366"
O -0.21 -1.41 2.00
C 0.14 -0.29 1.57
O 1.42 0.21 1.89
C -0.75 0.65 0.62
C -1.37 2.00 1.06
C -2.20 2.82 0.02
N -2.38 2.34 -1.34
C -1.83 1.06 -1.79
C -1.00 0.16 -0.86
C -0.37 -1.25 -1.25
C -1.32 -2.46 -1.43
C -0.74 -3.86 -1.76
C 0.82 -4.03 -1.92
C 1.77 -2.78 -1.75
C 1.18 -1.38 -1.41
H 1.86 -0.41 2.53
H -1.23 2.43 2.11
H -2.70 3.81 0.31
H -2.92 2.89 -2.03
H -2.02 0.77 -2.88
H -2.44 -2.33 -1.31
H -1.43 -4.75 -1.86
H 1.25 -5.05 -2.14
H 2.91 -2.93 -1.84
H 1.84 -0.45 -1.27
C 7.12 -0.38 0.27
C 7.25 -1.67 -0.59
C 8.72 -1.86 -1.05
C 9.15 -0.92 -2.16
C 8.18 -0.99 -3.33
C 6.71 -0.75 -2.91
N 6.30 -1.60 -1.74
O 6.12 -2.87 -2.21
C 6.53 0.75 -2.56
C 5.80 -0.96 -4.14
C 6.93 -2.82 0.40
H 6.89 -0.61 1.31
H 8.03 0.22 0.26
H 6.30 0.26 -0.05
H 8.86 -2.89 -1.40
H 9.39 -1.75 -0.18
H 9.22 0.11 -1.78
H 10.15 -1.19 -2.50
H 8.47 -0.26 -4.09
H 8.27 -1.97 -3.81
H 5.53 0.95 -2.18
H 6.66 1.37 -3.46
H 7.26 1.12 -1.84
H 5.91 -1.95 -4.58
H 6.04 -0.24 -4.93
H 4.74 -0.81 -3.87
H 5.89 -2.76 0.75
H 7.58 -2.77 1.28
H 7.08 -3.81 -0.04
C -7.01 -0.53 1.78
C -5.99 0.60 2.10
C -5.94 0.85 3.63
C -7.15 1.61 4.17
C -7.37 2.90 3.39
C -7.47 2.66 1.87
N -6.34 1.83 1.33
O -5.24 2.62 1.29
C -8.83 1.98 1.56
C -7.58 4.03 1.16
C -4.62 0.00 1.69
H -6.52 -1.43 1.41
H -7.60 -0.82 2.65
H -7.70 -0.25 0.98
H -5.04 1.43 3.88
H -5.84 -0.11 4.16
H -8.04 0.97 4.13
H -6.99 1.84 5.23
H -8.28 3.39 3.76
H -6.54 3.59 3.60
H -8.91 1.72 0.50
H -9.66 2.66 1.78
H -9.01 1.08 2.15
H -6.74 4.69 1.38
H -8.48 4.57 1.47
H -7.64 3.91 0.07
H -4.58 -0.19 0.61
H -4.46 -0.96 2.20
H -3.78 0.64 1.96